A 5-piece molecular cluster, C28H24FN2O13S2 overall, computed with ωB97M-V with the def2-TZVPD basis set.

The geometry in XYZ format:
```
70
Properties=species:S:1:pos:R:3:mulliken_charge:R:1
S 5.564 -1.306 -0.240 1.08
S 3.165 -0.456 -1.520 1.00
F 8.177 0.895 2.282 -0.28
O -5.127 0.457 4.467 -0.52
O 6.627 2.043 -1.962 -0.46
O -3.811 -2.019 0.991 -0.60
O 4.520 -1.984 0.619 -0.60
O 2.444 -1.790 -1.511 -0.61
O 2.687 0.265 -2.789 -0.73
O -5.901 2.835 0.562 -0.58
O -3.078 -4.535 -3.712 -0.61
O -9.717 -2.146 4.984 -0.56
O 5.107 4.906 -6.158 -0.59
O 6.560 -2.314 -0.735 -0.65
O 8.440 -1.130 1.261 -0.43
O -0.158 -0.941 -1.131 -0.48
N 2.159 -0.101 1.093 -0.16
N 4.871 -0.584 -1.674 -0.46
C -2.499 -3.554 -1.651 -0.35
C 2.629 0.658 -0.095 -0.74
C -1.467 -2.823 -3.838 -0.37
C -4.291 -0.904 0.893 0.52
C 7.694 -0.160 1.405 0.45
C 5.419 2.120 -3.974 -0.05
C -5.421 1.721 0.660 0.35
C -6.526 -1.268 3.696 -0.12
C 5.034 2.842 -5.029 -0.40
C 5.456 4.248 -5.193 0.39
C -5.684 -0.706 0.441 -0.25
C -8.664 -1.548 4.865 0.33
C 6.320 4.827 -4.142 -0.38
C 2.856 0.282 2.352 -0.69
C -8.317 -0.420 5.756 -0.39
C -7.682 -1.922 3.825 -0.45
C 6.273 0.096 0.741 -0.01
C 6.703 4.107 -3.088 -0.37
C -6.210 0.514 0.332 -0.44
C -6.179 -0.141 4.586 0.26
C -0.733 -1.918 -3.188 -0.27
C -1.766 -2.650 -1.001 -0.56
C 6.280 2.699 -2.925 0.21
C -2.406 -3.709 -3.118 0.38
C -7.161 0.233 5.626 -0.41
C -3.502 0.302 1.221 -0.49
C -4.028 1.522 1.112 -0.41
C -0.827 -1.764 -1.721 0.33
H 3.405 -0.658 2.752 0.25
H -1.409 -2.950 -4.912 0.41
H -5.797 -1.530 2.941 0.59
H 7.336 4.514 -2.309 0.42
H -2.483 0.138 1.552 0.58
H -0.040 -1.260 -3.699 0.46
H -6.247 -1.601 0.206 0.47
H 2.140 -1.116 0.938 0.31
H -1.823 -2.524 0.072 0.62
H 6.314 1.098 0.166 0.18
H 2.137 0.598 3.198 0.24
H -9.047 -0.159 6.511 0.41
H 6.620 5.859 -4.277 0.39
H 4.402 2.434 -5.807 0.43
H -6.891 1.061 6.270 0.42
H -7.952 -2.750 3.181 0.44
H 3.628 1.116 2.242 0.18
H 1.702 1.215 -0.512 0.30
H 5.119 1.087 -3.838 0.36
H -3.464 2.416 1.347 0.43
H -3.192 -4.212 -1.140 0.43
H 3.399 1.476 0.131 0.39
H -7.228 0.677 0.001 0.43
H 5.536 0.292 1.613 0.04
```

**Largest force on an atom**: 5.5 eV/A
**Calculated total energy**: -3065.06709 Eh
**E_LUMO**: -0.63 eV
**2S+1**: 1
**Total charge**: -1

---

A 7-piece molecular cluster, C46H69F21INO15 overall, computed with ωB97M-V with the def2-TZVPD basis set.

The geometry in XYZ format:
```
153
Properties=species:S:1:pos:R:3:mulliken_charge:R:1
I -2.091 -2.857 1.561 0.08
F 1.511 6.529 3.408 -0.27
F -1.512 -5.412 -6.609 -0.26
F -5.883 1.481 -4.381 -0.26
F -4.308 -3.712 -13.434 -0.25
F 4.068 1.808 11.172 -0.25
F -5.962 3.612 -4.016 -0.26
F 0.057 -5.470 -5.114 -0.25
F 3.633 1.689 9.049 -0.24
F 2.017 1.879 10.476 -0.24
F -1.450 -3.916 -5.042 -0.26
F 0.988 6.100 1.349 -0.28
F -10.311 5.891 2.209 -0.25
F 3.554 -3.116 5.293 -0.41
F -11.744 4.946 0.881 -0.25
F -2.862 -4.910 -14.511 -0.24
F -4.509 -5.872 -13.483 -0.25
F 0.449 -4.250 6.512 -0.28
F -5.250 2.868 -5.923 -0.26
F 2.359 -5.312 6.427 -0.27
F -10.942 3.848 2.565 -0.24
F 3.072 6.197 1.949 -0.25
O -3.353 3.534 -3.430 -0.53
O -3.485 -4.683 -11.087 -0.32
O -9.368 4.974 -0.337 -0.32
O -3.211 1.511 -4.431 -0.32
O -3.348 -5.671 -4.412 -0.31
O -1.672 -7.095 -3.877 -0.51
O -1.628 -5.375 -12.174 -0.50
O 4.223 -0.764 9.918 -0.30
O 1.338 9.060 2.521 -0.53
O 2.181 -0.768 10.888 -0.51
O 1.416 -1.320 1.182 -0.18
O -8.770 3.318 1.082 -0.51
O 7.827 0.955 1.175 -0.39
O 2.463 8.450 0.657 -0.30
O -0.216 -0.536 -0.154 -0.35
N 0.664 -2.264 -2.163 0.03
C -4.292 -6.421 -3.605 -0.22
C -4.170 -6.052 -2.145 -1.11
C 4.257 0.973 0.008 1.17
C 1.863 6.735 2.145 1.35
C -10.648 4.734 1.618 0.90
C 4.294 -2.208 9.988 -0.46
C 1.441 -2.060 4.860 -0.69
C 5.775 1.248 0.002 -0.96
C 0.789 -1.157 -0.007 0.03
C -1.230 -5.210 -5.311 1.05
C 3.206 1.326 10.264 0.90
C 1.862 -1.861 3.391 -1.27
C 3.573 3.382 0.742 -0.40
C -0.192 -0.483 2.896 -1.30
C -5.260 2.642 -4.603 1.00
C 0.504 -5.422 2.005 -1.47
C -2.815 -4.789 -9.809 -0.18
C 6.432 0.790 1.288 -0.41
C -1.832 1.357 -4.010 -0.46
C 3.623 10.588 0.880 -1.11
C 0.699 -1.626 2.407 1.37
C -2.108 -6.126 -4.425 0.23
C 1.574 -1.754 -1.152 -1.15
C 1.711 -4.207 6.107 0.40
C 1.857 8.247 1.815 0.01
C -1.945 -3.584 -9.538 -0.96
C 3.516 -2.844 8.860 -0.98
C -8.287 4.636 -1.241 -0.26
C -3.811 2.626 -4.059 0.30
C 3.385 2.209 -0.230 -1.12
C 2.218 -3.175 5.468 0.14
C 0.689 -4.023 1.427 -0.07
C 3.368 3.045 2.224 -0.80
C 0.506 0.812 3.315 -1.40
C -2.763 -5.001 -12.148 0.34
C 1.910 2.839 2.640 -0.77
C -1.741 0.886 -2.578 -0.61
C 1.311 1.490 2.210 1.51
C -9.470 4.229 0.750 0.33
C 3.118 -0.214 10.395 0.33
C -8.648 3.459 -2.116 -0.73
C 8.554 0.568 2.322 -0.73
C 2.513 9.823 0.198 -0.23
C -0.048 -2.968 2.266 -1.31
C 1.337 -3.128 -3.135 -0.82
C -3.627 -4.863 -13.425 0.88
H -1.129 -3.517 -10.256 0.32
H 2.683 9.741 -0.872 0.31
H 0.904 -6.175 1.325 0.44
H 3.775 3.865 2.818 0.55
H 4.572 3.806 0.603 0.46
H 3.973 0.466 0.936 -0.82
H 5.975 2.310 -0.151 0.18
H 2.532 -1.006 3.310 0.37
H -4.128 -7.485 -3.772 0.33
H 1.375 -4.149 -2.754 0.28
H 7.894 0.230 3.126 0.33
H 3.650 -3.926 8.880 0.42
H -8.789 2.557 -1.521 0.33
H 6.047 1.365 2.143 0.43
H 0.386 -2.315 4.948 0.45
H 4.580 10.088 0.729 0.31
H 2.230 -0.945 -1.519 0.64
H 1.540 10.283 0.365 0.33
H -4.939 -6.570 -1.573 0.39
H -4.300 -4.978 -2.010 0.30
H 9.232 -0.250 2.069 0.25
H 4.034 0.261 -0.790 0.16
H -0.558 -5.640 2.139 0.32
H 0.271 -1.476 -2.661 0.15
H -7.387 4.446 -0.658 0.33
H -2.139 1.632 -1.892 0.42
H -2.533 -2.668 -9.600 0.31
H -2.293 -0.043 -2.437 0.36
H -0.191 -3.361 3.271 1.00
H 1.015 -5.524 2.964 0.27
H 6.246 0.697 -0.813 0.36
H 5.356 -2.430 9.915 0.35
H -8.136 5.538 -1.828 0.32
H 3.945 2.146 2.465 0.13
H -3.196 -6.336 -1.747 0.33
H 2.431 -2.725 3.045 0.66
H 3.440 10.673 1.950 0.32
H -1.426 0.621 -4.701 0.35
H -0.702 0.707 -2.304 -0.06
H -0.284 1.500 3.636 0.43
H -0.776 -0.864 3.739 0.46
H -2.242 -5.716 -9.784 0.34
H -1.311 2.301 -4.162 0.33
H 1.144 0.669 4.194 0.18
H 2.132 0.831 1.926 -1.02
H 2.335 1.902 -0.241 0.14
H 3.869 -2.470 7.899 0.26
H -3.622 -4.863 -9.084 0.29
H 2.232 -2.547 -0.802 0.56
H 2.858 4.157 0.456 0.28
H 9.133 1.418 2.692 0.24
H 2.452 -2.626 8.945 0.36
H 1.311 3.651 2.215 0.22
H 3.685 11.592 0.460 0.38
H 3.935 -2.534 10.964 0.35
H -5.264 -6.147 -4.008 0.31
H 0.756 -3.129 -4.053 0.20
H -7.850 3.280 -2.832 0.02
H -1.520 -3.660 -8.538 0.21
H 1.608 -1.139 5.423 0.30
H 1.751 -3.769 1.406 0.20
H 3.601 2.565 -1.244 0.62
H 1.840 2.929 3.729 0.44
H -9.571 3.657 -2.662 0.32
H 0.312 -4.010 0.403 0.30
H 0.677 1.602 1.327 0.16
H -0.919 -0.240 2.123 0.76
H 6.187 -0.269 1.461 0.34
H 2.357 -2.801 -3.378 0.33
```

**Largest force on an atom**: 0.7 eV/A
**Calculated total energy**: -5372.49484 Eh
**E_LUMO**: 0.16 eV
**2S+1**: 1
**SMILES**: CC[C@H](I)[C@@](CCCCCCCCCCOC)(CCC(F)=C(F)F)OC(=O)CNC.CCOC(=O)C(F)(F)F.CCOC(=O)C(F)(F)F.CCOC(=O)C(F)(F)F.CCOC(=O)C(F)(F)F.CCOC(=O)C(F)(F)F.CCOC(=O)C(F)(F)F

---

A 9-piece molecular cluster, C3H22NO10 overall, computed with ωB97M-V with the def2-TZVPD basis set.

The geometry in XYZ format:
```
36
Properties=species:S:1:pos:R:3:mulliken_charge:R:1
O -2.746 -1.455 -3.076 -0.67
O -2.864 0.045 -0.468 -0.77
O 1.832 0.448 4.322 -0.64
O -2.060 2.859 -0.501 -0.65
O -1.057 0.736 -3.296 -0.70
O 0.904 -0.123 1.858 -0.56
O -0.459 0.967 0.442 -0.54
O 1.134 -4.160 -2.473 -0.66
O 2.537 2.923 0.076 -0.64
O -0.534 3.049 2.438 -0.70
N 1.702 -2.893 0.877 -0.64
C 0.424 -1.083 -0.282 0.37
C 0.253 -0.022 0.810 0.25
C 1.787 -1.792 -0.120 -1.02
H 2.636 -1.122 0.013 0.31
H -0.327 -1.882 -0.282 0.29
H -0.262 0.683 -2.793 0.30
H -1.913 0.244 -0.295 0.52
H -2.960 -0.881 -0.243 0.33
H 2.079 -2.307 -1.049 0.43
H -2.031 -0.902 -3.430 0.40
H 1.317 -0.304 4.044 0.33
H 2.520 1.967 -0.036 0.31
H 2.088 -2.553 1.748 0.30
H -1.641 1.352 -2.845 0.34
H 1.495 1.259 3.958 0.31
H -1.097 2.845 -0.487 0.31
H 1.140 -4.289 -1.523 0.34
H -2.276 2.141 0.100 0.32
H 2.599 2.963 1.039 0.32
H -0.271 2.122 2.363 0.32
H -0.855 3.245 1.554 0.36
H 0.402 -0.698 -1.303 -0.48
H -3.130 -0.938 -2.364 0.32
H 0.718 -3.085 0.980 0.28
H 0.297 -3.843 -2.756 0.31
```

**Largest force on an atom**: 2.0 eV/A
**Calculated total energy**: -934.76496 Eh
**E_LUMO**: 2.86 eV
**2S+1**: 1
**Total charge**: -1
**Relative energy (zero: lowest compared OMol25 entry of this formula, charge and spin)**: 49.2 kJ/mol

---

C7H11BiO6 as an isolated structure, computed with ωB97M-V with the def2-TZVPD basis set.

The geometry in XYZ format:
```
25
Properties=species:S:1:pos:R:3:mulliken_charge:R:1
Bi -1.564 -2.194 1.065 1.25
O -2.882 0.681 2.990 -0.26
O 2.324 0.223 -1.745 -0.20
O -1.400 -0.957 2.718 -0.50
O 0.494 -0.469 -0.771 -0.29
O -2.964 -0.667 1.207 -0.51
O 2.446 -1.026 0.069 -0.44
C 3.132 2.136 -2.923 -1.20
C 0.129 -1.838 -0.583 -0.37
C -2.418 -0.331 2.298 0.96
C 1.796 -0.274 -0.684 0.89
C -4.290 0.896 3.067 -0.66
C 1.139 -2.542 0.149 -0.38
C 2.015 1.610 -2.063 -0.18
H -4.512 1.792 2.477 0.31
H -4.526 1.013 4.129 0.29
H 4.076 2.121 -2.364 0.34
H 0.982 -3.455 0.741 0.38
H 1.919 2.167 -1.123 0.36
H 3.247 1.534 -3.833 0.32
H 2.034 -3.071 -0.177 0.32
H 2.917 3.174 -3.210 0.38
H -0.184 -2.246 -1.550 0.52
H -4.959 0.110 2.701 0.36
H 1.049 1.613 -2.583 0.31
```

**Largest force on an atom**: 5.4 eV/A
**Calculated total energy**: -938.52922 Eh
**E_LUMO**: -10.48 eV
**2S+1**: 1
**Total charge**: +2
**Relative energy (zero: lowest compared OMol25 entry of this formula, charge and spin)**: 137.4 kJ/mol